The following is a DFT calculation (wB97M-V/def2-TZVPD) of a molecular structure, C3H2GaO3 at a distorted geometry.

Positions of all 9 atoms, in Å:
1 O -0.508 -3.146 -0.960
2 C -0.459 -2.073 -0.543
3 O -0.611 -1.080 0.076
4 O 0.750 0.860 -1.490
5 C 1.081 1.830 -0.577
6 C 1.878 2.876 -0.898
7 H 1.818 3.814 -0.341
8 H 2.551 2.842 -1.768
9 Ga -0.207 0.712 0.064

Atoms 1-6, force components in eV/Å:
O 0.7074 2.4510 0.3212
C -1.0680 -3.8835 -0.6116
O -0.2799 -0.2108 0.4015
O -0.1261 -0.8695 0.5299
C 3.2573 2.9541 -4.0474
C -1.4205 -0.0605 1.8149

Output
- Total energy: -61650.258 eV
- Net charge: +1
- HOMO energy (spin up / spin down): -13.296 / -13.295 eV
- ΔE to the lowest compared entry with this formula, charge and spin: 21.5 kcal/mol
- LUMO (spin up / spin down): -0.2545 / -0.2545 Ha

---

The following is a DFT calculation (wB97M-V/def2-TZVPD) of a molecular structure, C3H2GdLiO2 at a distorted geometry.

Positions of all 9 atoms, in Å:
1 C 0.309 0.285 0.213
2 Li -1.345 -1.641 0.925
3 O -1.150 0.307 0.733
4 C -0.846 0.683 -0.603
5 H -0.924 1.755 -0.815
6 H -1.205 0.016 -1.399
7 Gd 2.764 0.746 0.830
8 O 1.781 -1.039 -0.308
9 C 0.615 -1.111 0.424

Atoms 1-6, force components in eV/Å:
C -2.7461 1.2368 1.8873
Li 0.1215 0.4900 0.0147
O -0.4943 1.1140 0.0623
C 0.2535 0.1389 -0.6465
H -0.2477 -0.3676 0.0572
H 0.0313 0.2706 0.2499

Output
- Total energy: -28263.010 eV
- Net charge: +1
- HOMO energy (spin up / spin down): -9.862 / -12.692 eV
- ΔE to the lowest compared entry with this formula, charge and spin: 5.0 kcal/mol
- Spin multiplicity: 9
- LUMO (spin up / spin down): -0.1256 / -0.1920 Ha

---

The following is a DFT calculation (wB97M-V/def2-TZVPD) of a gas-phase ion, C3H2IN2S (charge -1) at a distorted geometry.

Positions of all 9 atoms, in Å:
1 C 0.231 0.524 -0.583
2 C 0.523 0.395 0.758
3 C 1.564 2.323 -1.382
4 N 0.890 1.327 -1.319
5 N 1.329 1.167 1.371
6 S 1.734 1.030 2.943
7 I 3.612 2.221 -2.308
8 H -0.614 0.179 -1.006
9 H -0.211 -0.187 1.231

Atoms 1-6, force components in eV/Å:
C 1.4540 0.8804 0.6584
C -1.4719 -0.3486 0.0725
C 0.2320 1.9385 -0.1363
N 0.9590 0.2730 -1.1239
N 2.1892 0.8418 0.3362
S -0.3589 -0.0041 0.2760

Output
- Total energy: -25057.392 eV
- Net charge: -1
- HOMO energy (spin up / spin down): -3.156 / -3.310 eV
- ΔE to the lowest compared entry with this formula, charge and spin: 57.0 kcal/mol
- LUMO (spin up / spin down): 0.0994 / 0.0939 Ha

---

The following is a DFT calculation (wB97M-V/def2-TZVPD) of a molecular structure, C3H2KMgO3 at a distorted geometry.

Positions of all 10 atoms, in Å:
1 O -0.842 -1.657 2.182
2 C -1.762 -1.436 1.517
3 O 0.169 -0.827 -1.546
4 C 1.227 -0.251 -1.286
5 C 1.241 0.998 -0.376
6 O 0.196 1.426 0.117
7 Mg -1.086 0.015 -0.308
8 H 2.211 -0.538 -1.658
9 H 2.224 1.456 -0.265
10 K -3.578 0.814 1.622

Atoms 1-6, force components in eV/Å:
O 0.4359 -0.1547 0.1667
C -0.5467 0.3131 -0.1036
O -4.0223 -2.2222 -0.6012
C 4.0236 5.9973 3.8279
C 4.1474 -5.5048 -4.7743
O -4.1935 1.3839 2.3123

Output
- Total energy: -31052.476 eV
- HOMO energy (spin up / spin down): -4.459 / -4.716 eV
- ΔE to the lowest compared entry with this formula, charge and spin: 0.0 kcal/mol
- Spin multiplicity: 2
- LUMO (spin up / spin down): -0.0465 / -0.0525 Ha

---

Which formula does entry 3 have? C3H2IN2S